The molecule C2H4N2O, computed with ωB97M-V with the def2-TZVPD basis set.

Calculated values
LUMO energy ... 0.9 eV
Highest occupied orbital energy ... -10.28 eV
E ... -263.3582 a.u.
HOMO-LUMO gap ... 0.4096 hartree
Relative energy (zero: lowest compared OMol25 entry of this formula, charge and spin) ... 13.43 kJ/mol
Structure (SMILES) ... [H]/N=C/NC=O

Structure (ORCA input):
```
! wB97M-V def2-TZVPD RIJCOSX def2/J DEFGRID3
* xyz 0 1
N 1.115 -1.645 0.627
C 0.779 -0.580 0.037
N -0.059 0.354 0.646
C -1.050 0.998 -0.060
O -1.874 1.729 0.428
H 1.737 -2.189 0.032
H 1.115 -0.274 -0.960
H -0.161 0.309 1.653
H -1.021 0.747 -1.138
*
```

A structure of composition C38H45N2RuSi3Te in a non-equilibrium geometry, computed with ωB97M-V with the def2-TZVPD basis set.

Calculated values
LUMO energy (alpha / beta) ... -3.4 / -4.7 eV
Highest occupied orbital energy (alpha / beta) ... -9.70 / -10.93 eV
E ... -2815.7673 a.u.
HOMO-LUMO gap (alpha / beta) ... 0.2332 / 0.2298 hartree
<S²> ... 6.0249

Structure (ORCA input):
```
! wB97M-V def2-TZVPD RIJCOSX def2/J DEFGRID3
* xyz 1 5
Ru 0.638 -0.176 0.528
C 5.184 -1.871 1.641
Si 3.648 -1.387 0.733
C 4.093 -0.414 -0.776
C 2.752 -2.957 0.285
N 2.445 -0.400 1.589
C 2.581 0.514 2.549
C 3.761 0.668 3.347
C 3.859 1.672 4.250
C 2.779 2.590 4.431
C 1.626 2.470 3.720
C 1.447 1.418 2.771
N 0.294 1.180 2.097
Si -1.246 1.968 2.554
C -1.260 3.741 2.029
C -1.510 1.674 4.359
C -2.634 1.123 1.650
H 5.649 -2.699 1.090
H 4.970 -2.228 2.654
H 5.915 -1.058 1.701
H 4.471 -1.069 -1.571
H 4.869 0.327 -0.549
H 3.235 0.117 -1.177
H 3.175 -3.385 -0.632
H 1.687 -2.805 0.109
H 2.851 -3.698 1.087
H 4.584 -0.021 3.203
H 4.765 1.789 4.830
H 2.879 3.394 5.150
H 0.829 3.182 3.883
H -0.554 4.387 2.558
H -2.264 4.160 2.168
H -1.015 3.787 0.959
H -0.686 2.024 4.984
H -1.621 0.596 4.514
H -2.429 2.161 4.705
H -2.309 0.732 0.683
H -3.446 1.832 1.457
H -3.049 0.294 2.233
C -1.198 -4.074 0.784
Te -1.232 -2.019 1.369
C -2.738 -1.903 -0.139
C -3.400 -3.260 -0.071
C -4.720 -3.463 -0.459
C -5.278 -4.734 -0.376
C -4.520 -5.799 0.096
C -3.201 -5.600 0.481
C -2.634 -4.334 0.391
H -0.868 -4.681 1.622
H -0.494 -4.192 -0.038
H -2.231 -1.742 -1.086
H -3.405 -1.063 0.048
H -5.310 -2.626 -0.819
H -6.311 -4.890 -0.666
H -4.962 -6.786 0.178
H -2.613 -6.433 0.854
C 1.351 5.308 -1.316
C 0.340 4.959 -2.201
C -0.149 3.655 -2.221
C 0.369 2.676 -1.360
C 1.400 3.052 -0.485
C 1.886 4.353 -0.458
Si -0.234 0.918 -1.443
C 0.940 -0.158 -2.408
C 1.833 0.419 -3.325
C 2.676 -0.380 -4.084
C 2.663 -1.765 -3.926
C 1.800 -2.353 -3.014
C 0.941 -1.554 -2.265
C -1.919 0.856 -2.196
C -2.909 1.781 -1.835
C -4.177 1.720 -2.395
C -4.474 0.734 -3.330
C -3.498 -0.177 -3.717
C -2.229 -0.117 -3.152
H 1.727 6.327 -1.295
H -0.068 5.701 -2.878
H -0.942 3.399 -2.917
H 1.842 2.328 0.188
H 2.679 4.622 0.230
H 1.865 1.498 -3.445
H 3.351 0.076 -4.797
H 3.325 -2.384 -4.522
H 1.788 -3.431 -2.893
H 0.247 -2.030 -1.578
H -2.685 2.566 -1.119
H -4.932 2.443 -2.107
H -5.465 0.684 -3.765
H -3.720 -0.928 -4.465
H -1.473 -0.828 -3.473
*
```

The ion C9H15Cl2N2O with charge +1 in a non-equilibrium geometry, computed with ωB97M-V with the def2-TZVPD basis set.

Calculated values
LUMO energy ... -3.9 eV
Highest occupied orbital energy ... -13.51 eV
E ... -1456.7293 a.u.
HOMO-LUMO gap ... 0.3551 hartree
Relative energy (zero: lowest compared OMol25 entry of this formula, charge and spin) ... 166.62 kJ/mol
Structure (SMILES) ... C/C=C/C(C)=N/C(Cl)=[NH+]/[C@@](C)(Cl)OC

Structure (ORCA input):
```
! wB97M-V def2-TZVPD RIJCOSX def2/J DEFGRID3
* xyz 1 1
C 2.914 -0.819 -0.106
C 2.812 -2.030 0.399
C 1.898 0.137 0.085
C -0.463 0.089 1.048
C 3.793 -3.204 0.342
C 2.266 1.532 -0.332
C -3.650 0.514 -0.968
C -4.541 1.081 1.815
C -2.906 0.133 0.328
N 0.795 -0.065 0.668
N -1.449 0.135 0.135
O -3.222 0.851 1.433
Cl -0.679 -0.113 2.653
Cl -3.221 -1.656 0.633
H 3.814 -0.412 -0.361
H 1.915 -2.247 0.897
H 3.357 -4.142 -0.214
H 4.739 -2.897 -0.292
H 4.028 -3.368 1.394
H 2.360 1.214 -1.379
H 1.487 2.246 -0.225
H 3.339 1.978 -0.059
H -4.573 -0.069 -1.066
H -3.646 1.547 -0.897
H -2.946 0.334 -1.802
H -4.653 1.594 2.808
H -4.980 0.038 2.030
H -5.259 1.517 1.124
H -1.068 0.193 -0.838
*
```

A structure of composition C37H42BF5Ge2LuN9O4 in a non-equilibrium geometry, computed with ωB97M-V with the def2-TZVPD basis set.

Calculated values
LUMO energy (alpha / beta) ... -2.9 / -4.2 eV
Highest occupied orbital energy (alpha / beta) ... -10.45 / -11.66 eV
E ... -8142.2679 a.u.
HOMO-LUMO gap (alpha / beta) ... 0.2767 / 0.2752 hartree
<S²> ... 0.7513

Structure (ORCA input):
```
! wB97M-V def2-TZVPD RIJCOSX def2/J DEFGRID3
* xyz 1 2
Lu -0.005 0.533 1.974
C -1.631 3.861 4.518
C -1.736 2.581 3.988
N -0.831 2.441 3.015
N -0.118 3.582 2.922
C -0.585 4.471 3.826
B 1.122 3.756 2.031
N 2.302 2.827 2.514
C 3.614 2.979 2.799
C 4.115 1.696 3.140
C 3.006 0.835 3.104
N 1.941 1.486 2.677
N 0.758 3.333 0.552
C 0.828 4.148 -0.517
C 0.431 3.423 -1.616
C 0.107 2.169 -1.151
N 0.322 2.046 0.182
N 1.515 5.210 2.004
C 0.753 6.381 1.970
C 1.605 7.391 1.689
C 2.870 6.769 1.546
N 2.819 5.480 1.674
H -2.170 4.291 5.352
H -2.372 1.770 4.301
H -0.067 5.414 4.030
H 4.149 3.919 2.702
H 5.170 1.432 3.468
H 2.942 -0.200 3.449
H 1.024 5.172 -0.444
H 0.273 3.736 -2.650
H -0.312 1.293 -1.645
H -0.308 6.361 2.178
H 1.436 8.445 1.739
H 3.768 7.262 1.267
C 4.738 1.101 -0.893
C 3.298 1.235 -0.405
Ge 2.430 -0.542 -0.076
C 3.543 -1.795 0.940
C 2.891 -3.161 1.076
C 1.869 -1.333 -1.823
C 0.783 -1.804 -2.323
Ge -0.995 -2.114 -1.567
C -2.344 -2.173 -3.004
C -2.617 -3.488 -3.743
C -0.920 -3.617 -0.292
C -1.377 -4.994 -0.687
C 0.729 -2.134 -3.782
C 0.292 -1.285 -4.815
C 0.394 -1.682 -6.157
C 0.840 -2.955 -6.432
C 1.198 -3.828 -5.446
C 1.102 -3.427 -4.088
H 5.154 2.060 -1.284
H 4.719 0.281 -1.654
H 5.536 0.858 -0.210
H 2.753 1.600 -1.286
H 3.174 1.877 0.473
H 3.684 -1.271 1.871
H 4.498 -1.889 0.400
H 1.987 -3.128 1.679
H 3.571 -3.880 1.563
H 2.630 -3.477 0.032
H 2.734 -1.180 -2.528
H -1.890 -1.471 -3.681
H -3.252 -1.720 -2.544
H -1.712 -3.892 -4.109
H -3.257 -3.356 -4.664
H -3.109 -4.223 -3.208
H -1.548 -3.235 0.533
H 0.111 -3.650 0.041
H -2.393 -5.128 -0.960
H -1.325 -5.673 0.168
H -0.758 -5.317 -1.512
H 0.009 -0.267 -4.606
H 0.153 -0.952 -6.898
H 0.862 -3.266 -7.483
H 1.337 -4.898 -5.646
H 1.390 -4.129 -3.261
F -1.455 -2.021 3.208
C -0.587 -1.018 3.586
F 0.761 -1.524 3.173
C -0.450 -1.001 5.067
F 0.284 0.098 5.433
F 0.095 -2.020 5.721
F -1.662 -0.930 5.617
O -2.205 0.507 1.243
C -2.351 -0.214 0.302
O -1.280 -0.660 -0.314
C -3.736 -0.639 -0.113
C -4.568 0.325 -0.642
C -5.810 -0.014 -1.151
C -6.242 -1.351 -0.970
C -5.381 -2.295 -0.391
C -4.141 -1.906 0.044
N -5.722 -3.719 -0.345
O -4.867 -4.514 -0.053
O -6.879 -3.943 -0.588
H -4.310 1.363 -0.738
H -6.469 0.745 -1.544
H -7.250 -1.587 -1.220
H -3.421 -2.655 0.381
*
```